P:
{
  "formula": "C32H38BF4LiO12",
  "method": "ωB97M-V with the def2-TZVPD basis set",
  "species": ["Li", "B", "F", "F", "F", "F", "C", "O", "H", "H", "H", "H", "C", "O", "H", "H", "H", "H", "C", "C", "C", "C", "C", "C", "O", "O", "H", "H", "H", "H", "H", "H", "C", "C", "C", "C", "C", "C", "O", "O", "H", "H", "H", "H", "H", "H", "C", "C", "C", "C", "C", "C", "O", "O", "H", "H", "H", "H", "H", "H", "C", "C", "C", "C", "C", "C", "O", "O", "H", "H", "H", "H", "H", "H", "C", "C", "C", "C", "C", "C", "O", "O", "H", "H", "H", "H", "H", "H"],
  "positions_angstrom": [[-0.91281, 2.18023, -3.04717], [-0.12081, 0.17323, -0.94717], [0.62219, 1.17923, -0.32717], [-1.40781, 0.16623, -0.40917], [-0.31781, 0.41823, -2.36817], [0.54119, -1.10977, -0.74417], [-1.47681, -1.13677, 2.73783], [-1.02381, -0.56577, 3.83383], [-2.19081, -1.85177, 2.86783], [-0.64281, -1.83477, 2.38383], [-1.99581, -0.44477, 2.22883], [-0.86281, -1.24177, 4.54183], [-3.04881, 0.22623, -3.62817], [-2.77481, 1.65123, -3.84217], [-2.87881, 0.15923, -2.67317], [-2.30181, -0.42577, -4.21717], [-4.21381, -0.18977, -3.85517], [-3.27581, 1.93723, -4.63117], [-5.65581, -0.16477, 0.39983], [-4.35281, 0.30623, 0.42083], [-4.09381, 1.72723, 0.28083], [-5.24781, 2.57423, 0.06683], [-6.55081, 2.09223, 0.10883], [-6.77181, 0.72023, 0.24583], [-8.13281, 0.21123, 0.16683], [-2.87881, 2.22723, 0.25083], [-5.87481, -1.23477, 0.61383], [-3.52581, -0.37977, 0.48283], [-4.95881, 3.62023, -0.11917], [-7.28781, 2.92723, 0.13283], [-7.98981, -0.70677, 0.37483], [-2.34481, 1.50123, 0.26883], [-2.80881, -3.09277, -1.74817], [-4.11381, -3.43777, -1.97517], [-4.52081, -4.66177, -1.50717], [-3.61281, -5.63977, -1.20617], [-2.25881, -5.30577, -1.13917], [-1.93781, -3.97977, -1.46817], [-0.63081, -3.66577, -1.37817], [-5.85781, -4.99377, -1.43417], [-2.78181, -1.89677, -1.98617], [-4.92081, -2.60077, -2.40717], [-3.88881, -6.75477, -1.09517], [-1.52581, -5.76877, -0.84617], [-0.52481, -2.72177, -1.40717], [-5.93781, -5.87377, -0.98917], [2.28219, 4.23823, -1.07317], [2.19519, 3.63423, -2.38317], [2.78619, 4.44023, -3.43817], [3.20719, 5.74123, -3.16917], [3.23819, 6.20723, -1.82717], [2.75219, 5.47423, -0.82817], [2.59019, 5.88723, 0.49383], [2.68119, 4.02023, -4.76217], [1.88019, 3.44623, -0.30317], [1.78419, 2.66223, -2.77717], [3.73319, 6.52423, -3.79817], [3.38819, 7.30723, -1.73817], [2.14219, 6.65323, 0.29383], [3.09919, 4.52323, -5.42417], [3.51819, -3.95677, 3.08983], [4.17119, -5.00177, 2.42783], [4.45119, -4.95077, 1.07583], [3.87419, -3.96977, 0.21083], [3.19719, -2.88977, 0.84383], [3.02319, -2.83277, 2.25183], [2.48119, -1.79977, 2.81283], [5.01619, -6.07777, 0.50383], [3.49019, -3.78777, 4.04183], [4.39719, -5.84977, 2.97883], [4.00019, -3.90077, -1.00917], [2.59519, -2.08177, 0.08083], [2.33319, -0.97577, 2.35083], [5.50919, -5.60877, -0.18417], [5.43919, 1.61923, 3.29083], [4.77519, 0.82323, 2.33883], [3.55319, 1.25923, 1.83083], [3.05019, 2.51023, 2.23283], [3.84019, 3.28323, 3.16383], [5.01219, 2.79123, 3.71683], [5.73919, 3.56223, 4.48983], [2.84519, 0.45923, 1.04983], [6.19019, 1.09523, 3.60583], [5.17519, 0.12923, 1.77183], [2.08819, 2.94523, 1.79483], [3.52419, 4.36223, 3.30483], [6.35419, 3.01423, 5.00683], [1.86619, 0.75323, 0.64983]],
  "homo_ha": -0.2590,
  "orbital_gap_ev": 5.96
}

=====

Q:
{
  "formula": "C32H38BF4LiO12",
  "method": "ωB97M-V with the def2-TZVPD basis set",
  "species": ["Li", "B", "F", "F", "F", "F", "C", "O", "H", "H", "H", "H", "C", "O", "H", "H", "H", "H", "C", "C", "C", "C", "C", "C", "O", "O", "H", "H", "H", "H", "H", "H", "C", "C", "C", "C", "C", "C", "O", "O", "H", "H", "H", "H", "H", "H", "C", "C", "C", "C", "C", "C", "O", "O", "H", "H", "H", "H", "H", "H", "C", "C", "C", "C", "C", "C", "O", "O", "H", "H", "H", "H", "H", "H", "C", "C", "C", "C", "C", "C", "O", "O", "H", "H", "H", "H", "H", "H"],
  "positions_angstrom": [[-3.08498, -1.55997, -2.29228], [-0.92098, -0.33897, -0.51328], [-1.50198, 0.88503, -0.22528], [0.03502, -0.08297, -1.46928], [-0.28898, -0.84697, 0.64572], [-1.87798, -1.24497, -0.82128], [-2.31498, -4.52197, -3.79828], [-1.92098, -3.44997, -2.88028], [-2.82598, -5.31697, -3.06628], [-1.48998, -5.20597, -4.20028], [-2.86498, -4.26397, -4.72228], [-1.68298, -3.92497, -2.06928], [-5.11998, -2.66997, -1.04328], [-5.06398, -1.51997, -1.91128], [-5.05298, -3.55097, -1.59928], [-6.14298, -2.56897, -0.68228], [-4.45198, -2.40197, -0.35428], [-5.61798, -0.84997, -1.55928], [0.30702, 0.16503, 3.45872], [1.44502, -0.66697, 3.42872], [1.99702, -1.15897, 4.57772], [1.60602, -0.60097, 5.73972], [0.53102, 0.37503, 5.86872], [-0.20098, 0.70703, 4.71872], [-1.28498, 1.30703, 4.69672], [2.84602, -2.19597, 4.57672], [-0.25398, 0.57003, 2.66172], [1.74202, -1.09397, 2.39572], [2.02802, -0.83097, 6.69472], [0.31002, 0.80003, 6.90072], [-1.46498, 1.64103, 3.83472], [3.06602, -2.20697, 5.39372], [-1.68498, 4.10303, 1.62172], [-2.10598, 5.49803, 1.63872], [-2.93598, 5.85703, 2.71872], [-3.69298, 4.83403, 3.35972], [-3.50398, 3.47703, 3.13972], [-2.32698, 3.11403, 2.29872], [-2.22998, 1.77003, 1.98772], [-3.31698, 7.14003, 3.08072], [-1.17398, 3.77403, 0.89372], [-1.61598, 6.26103, 1.16972], [-4.54498, 5.10303, 3.88572], [-4.19698, 2.68803, 3.61472], [-1.69698, 1.66303, 1.22072], [-3.07598, 7.98103, 2.53972], [-0.06498, -5.74297, -1.33728], [1.22502, -5.26697, -1.39128], [1.62802, -4.16997, -0.65228], [0.74702, -3.61597, 0.36272], [-0.64198, -4.03297, 0.40472], [-0.95798, -5.05697, -0.49128], [-2.22198, -5.44197, -0.56928], [2.86302, -3.69497, -0.69928], [-0.36598, -6.56197, -1.73828], [2.01102, -5.65997, -2.23228], [1.00202, -2.88397, 1.04072], [-1.34598, -3.44397, 1.20372], [-2.61598, -5.93397, 0.17872], [2.82802, -2.87197, -0.78828], [5.84602, -0.12497, -0.97728], [4.78902, -0.70097, -1.75628], [3.38502, -0.67597, -1.26728], [3.19302, 0.09003, -0.02428], [4.23802, 0.43503, 0.72172], [5.60202, 0.45003, 0.26372], [6.65602, 0.89503, 0.97972], [2.45302, -1.19697, -1.99728], [6.82002, -0.12597, -1.33328], [5.04402, -1.14697, -2.70728], [2.23402, 0.07503, 0.35472], [4.16802, 0.82703, 1.70972], [6.29202, 1.48203, 1.80672], [1.55402, -0.90697, -1.95428], [0.33102, 3.28903, -2.46828], [1.21102, 2.34803, -3.09528], [1.80602, 2.56303, -4.38628], [1.19302, 3.58803, -5.17028], [0.26302, 4.47703, -4.53628], [-0.18598, 4.29803, -3.26128], [-1.11298, 5.11403, -2.73728], [2.80002, 1.73503, -4.78328], [0.03902, 3.01503, -1.38228], [1.78702, 1.61303, -2.39728], [1.42602, 3.90803, -6.14028], [-0.05998, 5.42103, -5.00528], [-1.12298, 6.10803, -3.02228], [2.88102, 0.88603, -4.27928]],
  "homo_ha": -0.2654,
  "orbital_gap_ev": 6.76
}

=====

The most stable arrangement is Q, and the next structure is 37.5 kcal/mol less stable.

=====

P:
{
  "formula": "FHN2O2",
  "method": "ωB97M-V with the def2-TZVPD basis set",
  "species": ["O", "N", "O", "N", "F", "H"],
  "positions_angstrom": [[2.86033, -0.18989, -0.41478], [1.87453, 0.19055, 0.07418], [1.55820, 1.47533, 0.27595], [0.91094, -0.55158, 0.45123], [0.92534, -1.80238, 0.04054], [0.51902, 1.38625, 0.13188]],
  "homo_ha": -0.3874,
  "orbital_gap_ev": 10.77,
  "smiles": "[O-]/[N+](O)=N\\F"
}

=====

Q:
{
  "formula": "FHN2O2",
  "method": "ωB97M-V with the def2-TZVPD basis set",
  "species": ["O", "N", "O", "N", "F", "H"],
  "positions_angstrom": [[-0.43975, 1.54997, -0.03276], [-0.59103, 0.34154, -0.01022], [-1.63655, -0.27180, -0.03873], [0.60767, -0.28361, 0.24817], [0.72955, -1.60388, -0.06343], [1.33011, 0.26778, -0.10304]],
  "homo_ha": -0.4337,
  "orbital_gap_ev": 11.72,
  "smiles": "O=[N+]([O-])NF"
}

=====

The most stable arrangement is Q, and the next structure is 13.4 kcal/mol less stable.

=====

P:
{
  "formula": "CH6N2O2",
  "method": "ωB97M-V with the def2-TZVPD basis set",
  "species": ["C", "N", "N", "O", "O", "H", "H", "H", "H", "H", "H"],
  "positions_angstrom": [[1.30830, -0.54239, -0.09659], [0.44727, -1.14644, 0.74015], [-2.05872, 1.05232, -0.47188], [-0.93358, 0.42940, -0.16485], [2.31216, 0.21625, 0.50212], [2.02599, 0.37624, 1.41253], [-0.13394, -1.80694, 0.22607], [-2.30047, 1.81899, 0.14916], [-2.83763, 0.45699, -0.73810], [1.72598, -1.10152, -0.94642], [0.44465, 0.24710, -0.61218]],
  "homo_ha": [-0.3442, -0.3087],
  "orbital_gap_ev": [9.42, 7.97]
}

=====

Q:
{
  "formula": "CH6N2O2",
  "method": "ωB97M-V with the def2-TZVPD basis set",
  "species": ["N", "C", "N", "O", "H", "H", "H", "H", "H", "H", "O"],
  "positions_angstrom": [[-0.09379, -0.07637, 3.23075], [-0.23717, 1.00799, 2.66849], [0.40807, 1.23045, 1.47397], [0.67799, -0.67604, -1.76136], [-0.10757, -0.94707, -2.60637], [-0.58738, -0.14544, 4.12717], [0.47555, 0.34697, 0.95806], [0.25174, 2.14400, 1.07800], [1.53030, -0.34421, -2.04835], [-1.53136, -1.57259, -3.51413], [-0.78636, -0.96769, -3.60624]],
  "homo_ha": -0.2847,
  "orbital_gap_ev": 2.80
}

=====

The most stable arrangement is P, and the next structure is 39.3 kcal/mol less stable.